(1)
{"formula": "C5H10N3", "method": "ωB97M-V/def2-TZVPD", "symbols": ["C", "C", "C", "C", "C", "N", "N", "N", "H", "H", "H", "H", "H", "H", "H", "H", "H", "H"], "coordinates": [[-1.72, 0.06, 1.88], [-0.79, -1.25, -2.36], [1.18, 0.14, -0.93], [0.71, 0.24, 1.67], [-0.12, -0.40, -1.37], [-0.52, -0.14, 2.06], [-1.39, -0.36, -1.31], [0.92, 1.08, 0.21], [-2.23, -0.42, 2.72], [-0.60, -0.99, -3.40], [-0.92, -2.27, -2.17], [1.97, -0.58, -0.62], [1.55, 0.59, -1.84], [1.06, 1.06, 2.31], [1.34, -0.62, 1.58], [-2.34, 0.50, 1.10], [0.15, 1.75, 0.03], [1.75, 1.59, 0.42]], "homo_ev": -13.803, "energy_ha": -360.385864, "smiles": "C=NC[NH2+]CC1=NC1", "charge": 1, "largest_force_ev_per_a": 2.8}

***

(2)
{"formula": "H3N2P", "method": "ωB97M-V/def2-TZVPD", "symbols": ["N", "N", "P", "H", "H", "H"], "coordinates": [[0.67, 0.72, -0.25], [1.07, -0.67, 0.10], [-0.46, -0.51, -0.08], [0.72, 1.27, 0.54], [-0.60, -1.01, -1.36], [-1.40, 0.21, 1.05]], "homo_ev": -8.475, "energy_ha": -452.467891, "smiles": "N1=[PH2]N1", "largest_force_ev_per_a": 3.4}

***

(3)
{"formula": "C35H37MnN7O2", "method": "ωB97M-V/def2-TZVPD", "symbols": ["Mn", "N", "C", "C", "N", "C", "C", "N", "H", "H", "H", "H", "H", "H", "H", "H", "H", "H", "H", "H", "H", "N", "C", "C", "C", "C", "C", "C", "C", "C", "C", "C", "C", "C", "N", "C", "C", "C", "C", "N", "H", "H", "H", "H", "H", "H", "H", "H", "H", "H", "C", "C", "C", "C", "C", "C", "N", "C", "C", "C", "C", "C", "C", "C", "O", "O", "C", "C", "H", "H", "H", "H", "H", "H", "H", "H", "H", "H", "H", "H", "H", "H"], "coordinates": [[-0.51, -0.30, 1.51], [-0.21, -0.22, 3.69], [-1.38, 0.33, 4.40], [-2.09, 1.33, 3.48], [-2.27, 0.79, 2.12], [-3.48, -0.04, 1.95], [-3.22, -1.49, 2.36], [-1.97, -1.91, 1.70], [0.07, -1.10, 4.13], [0.58, 0.42, 3.84], [-1.08, 0.84, 5.33], [-2.05, -0.48, 4.69], [-1.47, 2.23, 3.41], [-3.05, 1.62, 3.93], [-2.41, 1.59, 1.51], [-3.74, -0.03, 0.88], [-4.33, 0.37, 2.52], [-4.06, -2.11, 2.04], [-3.11, -1.60, 3.44], [-2.21, -2.05, 0.71], [-1.70, -2.83, 2.05], [9.44, 1.44, 2.85], [8.33, 1.21, 2.70], [6.95, 0.94, 2.50], [6.36, 1.22, 1.27], [5.01, 0.99, 1.09], [4.24, 0.46, 2.12], [4.84, 0.16, 3.34], [6.18, 0.41, 3.54], [2.80, 0.22, 1.89], [1.98, 1.34, 1.70], [2.38, 2.70, 1.66], [1.28, 3.43, 1.27], [0.24, 2.52, 1.10], [0.63, 1.27, 1.38], [2.36, -1.09, 1.74], [3.17, -2.25, 1.67], [2.34, -3.29, 1.28], [1.06, -2.75, 1.14], [1.05, -1.44, 1.43], [6.96, 1.62, 0.47], [4.55, 1.21, 0.14], [4.25, -0.25, 4.14], [6.64, 0.22, 4.50], [3.37, 3.06, 1.88], [1.22, 4.49, 1.11], [-0.76, 2.74, 0.75], [4.22, -2.30, 1.86], [2.61, -4.31, 1.12], [0.18, -3.27, 0.80], [-1.84, 3.33, -4.27], [-2.78, 2.21, -3.98], [-4.11, 2.48, -3.69], [-5.03, 1.45, -3.47], [-4.62, 0.15, -3.53], [-3.26, -0.16, -3.76], [-2.92, -1.48, -3.80], [-1.71, -2.05, -3.46], [-1.23, -3.12, -4.23], [0.03, -3.63, -4.01], [0.84, -3.08, -3.02], [0.34, -2.09, -2.19], [-0.95, -1.59, -2.37], [-1.55, -0.78, -1.25], [-2.76, -0.62, -1.14], [-0.72, -0.39, -0.35], [-2.34, 0.88, -4.03], [-0.94, 0.61, -4.47], [-2.28, 4.29, -3.99], [-1.60, 3.38, -5.34], [-0.90, 3.21, -3.73], [-4.45, 3.50, -3.65], [-6.06, 1.68, -3.25], [-5.30, -0.66, -3.33], [-3.64, -2.12, -4.13], [-1.84, -3.51, -5.03], [0.40, -4.43, -4.62], [1.85, -3.44, -2.88], [0.93, -1.71, -1.37], [-0.81, -0.40, -4.85], [-0.24, 0.74, -3.65], [-0.65, 1.30, -5.26]], "homo_ev": [-12.902, -12.878], "energy_ha": -3040.246693, "charge": 2, "s_squared": 3.805, "spin_multiplicity": 4, "largest_force_ev_per_a": 1.2}

***

(4)
{"formula": "C4H6N2O2", "method": "ωB97M-V/def2-TZVPD", "symbols": ["C", "C", "C", "C", "N", "N", "O", "O", "H", "H", "H", "H", "H", "H"], "coordinates": [[0.29, -1.55, -0.28], [-1.02, -1.08, -0.26], [1.25, -0.52, 0.13], [-1.44, -0.03, 0.47], [0.71, 0.70, -0.31], [1.50, 1.66, -0.04], [2.43, -0.59, 0.57], [-2.56, 0.66, 0.37], [0.57, -2.53, -0.66], [-1.81, -1.47, -0.83], [-0.82, 0.42, 1.23], [2.34, 1.22, 0.64], [1.43, 2.51, -0.56], [-2.89, 0.61, -0.48]], "homo_ev": [-7.718, -7.496], "energy_ha": -415.874755, "largest_force_ev_per_a": 4.0}